--- one ---
Below is a single C4H11NO4 molecule, with properties calculated with ωB97M-V/def2-TZVPD.

- LUMO level: 0.604 eV
- Net charge: 0
- Highest occupied orbital energy: -0.3090 hartree

Positions of all 20 atoms, in Å:
O1 0.7676 -0.2057 -1.8917
O2 -2.4833 -0.4859 0.9857
O3 -0.0406 0.0255 1.6612
O4 2.5749 -0.9346 1.3211
N1 -2.2274 0.9582 -0.7883
C1 -0.0126 -0.5135 0.3647
C2 0.8001 0.2297 -0.5717
C3 2.4630 -0.1350 0.1758
C4 -1.7845 -0.2986 -0.2441
H1 -1.7660 1.7394 -0.3280
H2 0.1298 -1.5955 0.3576
H3 -1.9874 1.0025 -1.7765
H4 1.9800 -0.5589 1.9958
H5 3.0521 -0.5883 -0.6222
H6 -2.0272 -1.1148 -0.9298
H7 -3.3154 0.0097 0.8754
H8 0.6951 1.3131 -0.4900
H9 1.3110 0.3908 -2.4285
H10 -0.9754 -0.1082 1.9566
H11 2.8461 0.8702 0.3769

--- two ---
Below is a single C4H11NO4 molecule, with properties calculated with ωB97M-V/def2-TZVPD.

- LUMO level: 0.712 eV
- Net charge: 0
- Highest occupied orbital energy: -0.3723 hartree

Positions of all 20 atoms, in Å:
O1 -2.4368 -0.2721 -1.4210
O2 -0.7342 -0.6013 -2.8767
O3 -1.0923 1.4441 -2.0258
O4 0.5882 1.5675 0.2159
N1 -0.1909 -0.4329 -0.5902
C1 1.8672 -0.5359 1.8509
C2 -0.2300 0.4687 0.4893
C3 -1.1420 0.0892 -1.7425
C4 0.3623 -0.3540 1.8530
H1 -0.1510 -1.3149 1.9530
H2 0.0447 -1.0913 -2.5779
H3 2.1958 -1.0734 2.7487
H4 2.3808 0.4312 1.8544
H5 -1.2271 0.8245 0.7650
H6 2.2044 -1.1048 0.9796
H7 1.4163 1.1947 -0.1355
H8 -2.9351 0.0127 -2.2071
H9 -0.3223 1.7735 -1.5360
H10 -0.6684 -1.2870 -0.3067
H11 0.0704 0.2616 2.7097

Of them, one has the lowest stability.

--- one ---
Below is a single C5H4FNS molecule, with properties calculated with ωB97M-V/def2-TZVPD.

- LUMO level: -1.412 eV
- Net charge: 0
- Highest occupied orbital energy: -0.3363 hartree

Positions of all 12 atoms, in Å:
S1 3.1523 -0.0730 0.0816
F1 0.6523 -1.2244 -1.6113
N1 -1.0276 1.8095 1.6744
C1 0.0543 -0.6297 -0.5721
C2 1.9394 0.8524 0.5126
C3 -1.4307 -0.8471 -0.5418
C4 0.5771 0.3863 0.2373
C5 -0.2515 1.1310 1.1129
H1 -1.3256 -1.0393 -1.7659
H2 1.8482 1.6032 1.2648
H3 -2.4280 -0.1217 -0.2609
H4 -1.7602 -1.8472 -0.1315

--- two ---
Below is C5H4FNS as an isolated structure, with properties calculated with ωB97M-V/def2-TZVPD.

- LUMO level: -1.131 eV
- Net charge: 0
- Highest occupied orbital energy: -0.3077 hartree

Positions of all 12 atoms, in Å:
S1 2.7930 -0.6155 -0.2107
F1 0.6345 1.8228 -0.0539
N1 -2.1007 1.2418 -0.0701
C1 -1.1884 0.2864 0.0555
C2 -1.8622 -0.9632 0.0787
C3 0.1205 0.5651 0.2067
C4 1.1577 -0.5193 0.4663
C5 -2.8200 -1.7675 -0.1713
H1 -3.3560 1.0259 -0.7685
H2 -1.9978 2.2386 0.3310
H3 0.6831 -1.5557 1.2336
H4 -3.4685 -2.5679 -0.2646

Of them, two has the lowest stability.

--- one ---
Below is a single C5H4FNS molecule, with properties calculated with ωB97M-V/def2-TZVPD.

- LUMO level: -0.087 eV
- Net charge: 0
- Highest occupied orbital energy: -0.3339 hartree

Positions of all 12 atoms, in Å:
S1 -0.2426 -0.8467 -0.5497
F1 2.7904 1.5280 -0.1646
N1 3.4781 -1.8832 0.1760
C1 0.8616 0.4144 -0.4150
C2 2.1401 0.2786 -0.2051
C3 -1.5451 0.0007 0.3872
C4 3.0755 -0.7796 0.0302
C5 -2.8191 -0.1254 -0.0249
H1 -3.0050 -0.4801 -0.9712
H2 -3.7061 -0.0045 0.7557
H3 -1.4002 0.4398 1.3615
H4 0.3726 1.4580 -0.3803

--- two ---
Below is a single C5H4FNS molecule, with properties calculated with ωB97M-V/def2-TZVPD.

- LUMO level: -1.358 eV
- Net charge: 0
- Highest occupied orbital energy: -0.3298 hartree

Positions of all 12 atoms, in Å:
S1 -2.4124 -0.3518 -0.0318
F1 -0.6083 1.7204 -0.0999
N1 2.6211 -1.7787 -0.1264
C1 -0.9385 -1.1405 0.1289
C2 1.6411 -1.1662 -0.0125
C3 0.3502 -0.4352 0.1525
C4 0.5020 0.9164 0.0270
C5 1.8194 1.6423 0.0640
H1 1.8959 2.4211 0.8776
H2 2.8369 1.0473 -0.0232
H3 -0.9501 -2.1975 0.0313
H4 1.6972 2.4242 -0.7519

Of them, one has the lowest stability.

--- one ---
Below is a 2-piece molecular cluster, C4H12S overall, with properties calculated with ωB97M-V/def2-TZVPD.

- LUMO level: 0.927 eV
- Net charge: 0
- Highest occupied orbital energy: -0.3140 hartree

Positions of all 17 atoms, in Å:
S1 1.6589 -0.4431 -1.3615
C1 -1.9191 0.8743 -0.2512
C2 2.5823 -0.3141 0.1349
C3 -2.0411 1.5546 1.1077
C4 0.6792 -1.9630 -0.9229
H1 1.1344 -2.9716 -1.1314
H2 2.1629 0.2055 1.0182
H3 -2.8168 0.6616 -0.8903
H4 -1.4859 2.5194 1.0722
H5 0.9138 -1.9882 0.2368
H6 3.1740 -1.2388 0.2295
H7 -1.2658 1.1846 1.8664
H8 -1.1668 0.0948 -0.3803
H9 -0.3529 -1.8279 -1.3749
H10 3.3828 0.4300 -0.0175
H11 -1.5855 1.7332 -0.8191
H12 -3.0544 1.4886 1.4834

--- two ---
Below is a 2-piece molecular cluster, C4H12S overall, with properties calculated with ωB97M-V/def2-TZVPD.

- LUMO level: 0.936 eV
- Net charge: 0
- Highest occupied orbital energy: -0.3120 hartree

Positions of all 17 atoms, in Å:
S1 -2.2454 -0.3856 1.1222
C1 -0.8495 0.7741 1.0924
C2 3.1725 0.3539 -1.5754
C3 4.3217 -0.1842 -0.7453
C4 -2.7020 -0.4752 -0.6278
H1 -3.3313 0.3386 -0.9840
H2 -0.2508 0.4689 1.9441
H3 3.3235 1.4094 -1.7931
H4 -1.1774 1.8082 1.0918
H5 5.3207 0.1548 -1.0235
H6 -3.2526 -1.4030 -0.7658
H7 4.3937 -1.2785 -0.8021
H8 2.2209 0.2078 -1.0630
H9 -0.2875 0.5861 0.1762
H10 3.0791 -0.2060 -2.5067
H11 4.2444 -0.0158 0.3324
H12 -1.7582 -0.5046 -1.1697

Of them, one has the lowest stability.

--- one ---
Below is a single C7H10N2O2 molecule, with properties calculated with ωB97M-V/def2-TZVPD.

- LUMO level: 0.720 eV
- Net charge: 0
- Highest occupied orbital energy: -0.3414 hartree

Positions of all 21 atoms, in Å:
O1 -3.4729 -0.4775 -0.0539
O2 1.2294 -1.4247 -0.2578
N1 -1.8910 1.0819 -0.1640
N2 -0.6066 1.5364 -0.1905
C1 1.7377 1.3599 0.4789
C2 2.6684 -0.9799 -0.1136
C3 0.2242 -0.7499 0.4842
C4 -1.2078 -1.2067 0.1058
C5 -2.3504 -0.1497 -0.1226
C6 0.3278 0.7332 0.1700
C7 2.6804 0.5033 -0.4052
H1 1.8221 2.4152 0.2250
H2 3.2415 -1.4904 -0.8377
H3 2.8367 -0.9896 0.9291
H4 -2.5630 1.8303 -0.3332
H5 -1.4314 -1.8419 -0.7430
H6 1.8921 1.2125 1.4781
H7 3.6315 0.8144 -0.3222
H8 2.4656 0.6328 -1.5766
H9 -1.5619 -1.7892 0.9720
H10 0.6159 -0.9659 1.5988

--- two ---
Below is a single C7H10N2O2 molecule, with properties calculated with ωB97M-V/def2-TZVPD.

- LUMO level: 0.482 eV
- Net charge: 0
- Highest occupied orbital energy: -0.3508 hartree

Positions of all 21 atoms, in Å:
O1 -0.7610 0.0667 -2.8961
O2 -2.6214 -1.3580 0.8111
N1 -0.6211 1.4784 0.6964
N2 -1.3283 -1.0949 -1.0252
C1 0.7488 1.0264 0.7602
C2 0.9229 -0.1515 1.7233
C3 1.3730 0.7695 -0.6318
C4 -0.4426 -0.4497 -1.8552
C5 -1.6472 0.7970 0.4725
C6 -1.8169 -0.6270 0.0443
C7 0.9967 -0.5226 -1.3710
H1 0.3819 0.0542 2.6441
H2 1.2860 1.8896 1.1754
H3 1.1134 1.6135 -1.2756
H4 2.4554 0.7746 -0.4899
H5 1.6341 -0.5993 -2.2542
H6 1.1507 -1.4046 -0.7482
H7 -2.7445 -2.2360 0.4184
H8 0.5368 -1.0771 1.3026
H9 -2.5931 1.3320 0.5404
H10 1.9766 -0.2816 1.9586

--- three ---
Below is a 2-piece molecular cluster, C7H10N2O2 overall, with properties calculated with ωB97M-V/def2-TZVPD.

- LUMO level: 0.445 eV
- Net charge: 0
- Highest occupied orbital energy: -0.3150 hartree

Positions of all 21 atoms, in Å:
O1 -0.9871 -1.8201 0.8986
O2 -0.1351 1.4116 2.9116
N1 1.4088 -1.6112 3.5844
N2 -1.6918 0.2783 0.1021
C1 1.4086 1.4154 -0.5540
C2 -1.2032 -0.5766 0.7824
C3 0.5543 2.0894 0.4145
C4 0.8631 -0.7853 2.9894
C5 -1.9028 -2.9018 0.3516
C6 0.2091 0.2512 2.2848
C7 0.8886 1.5149 1.8726
H1 1.0375 1.5219 -1.5975
H2 2.5555 1.6022 -0.4231
H3 -2.3473 0.3754 -0.7044
H4 -2.1696 -2.7915 -0.6782
H5 1.1706 0.3002 -0.4308
H6 0.7985 3.2221 0.3523
H7 -2.7567 -2.8579 1.0126
H8 -0.5014 1.8337 0.2835
H9 1.9071 1.6272 2.1653
H10 -1.2367 -3.7863 0.3646

Of them, three has the lowest stability.

--- one ---
Below is an isolated ion of composition C5H6N3O2 and charge +1, with properties calculated with ωB97M-V/def2-TZVPD.

- LUMO level: -5.981 eV
- Net charge: +1
- Highest occupied orbital energy: -0.5167 hartree

Positions of all 16 atoms, in Å:
O1 2.7391 -0.1909 0.2003
O2 2.0148 -2.1907 0.2985
N1 2.1013 -1.1918 -0.4317
N2 -1.6979 0.3038 -1.7420
N3 -2.3890 -0.3250 -0.7605
C1 -2.0902 -0.6603 0.6711
C2 0.2914 0.5214 0.0368
C3 -0.3220 0.7635 -1.4502
C4 -0.5720 -0.2180 1.2172
C5 1.8464 0.9906 0.3781
H1 -2.8505 -1.2433 1.3850
H2 -3.3640 -0.6425 -1.0604
H3 2.1941 1.9160 -0.2731
H4 -0.1860 -0.4406 2.2985
H5 1.9500 1.3239 1.5172
H6 0.3344 1.2838 -2.2849

--- two ---
Below is an isolated ion of composition C5H6N3O2 and charge +1, with properties calculated with ωB97M-V/def2-TZVPD.

- LUMO level (alpha / beta): -6.878 / -7.186 eV
- Net charge: +1
- Highest occupied orbital energy (alpha / beta): -0.5627 / -0.5764 hartree

Positions of all 16 atoms, in Å:
O1 -2.1557 -1.2729 0.0492
O2 2.9422 0.1222 0.1207
N1 0.6586 0.7333 0.0550
N2 1.1600 2.0751 -0.1244
N3 -0.5673 0.3321 0.0248
C1 -1.5603 1.3284 0.0740
C2 1.8598 -0.2919 0.1158
C3 1.3882 -1.6967 0.1246
C4 -0.9756 -1.0664 -0.0197
C5 0.1106 -2.0216 -0.0703
H1 0.3668 2.7223 -0.1499
H2 2.1658 -2.4083 0.0550
H3 -1.7534 1.5919 -1.0478
H4 -1.1464 2.0820 0.6422
H5 -0.1049 -3.0893 -0.5303
H6 -2.3885 0.8598 0.6810

Of them, one has the lowest stability.

--- one ---
Below is a single C23H21N3O4 molecule, with properties calculated with ωB97M-V/def2-TZVPD.

- LUMO level: 0.608 eV
- Net charge: 0
- Highest occupied orbital energy: -0.2665 hartree

Positions of all 51 atoms, in Å:
O1 -4.3800 -2.7923 -0.2194
O2 -6.6040 -1.5443 0.5596
O3 3.1189 -1.2818 1.8495
O4 4.1558 -3.1043 -0.0954
N1 0.1249 2.2168 -0.3364
N2 -0.3061 0.0040 -1.2205
N3 -1.8359 2.7135 0.6187
C1 1.4420 -0.6430 0.3131
C2 2.0127 3.6239 -0.3898
C3 3.4266 3.9044 -0.7936
C4 1.4073 2.4469 -0.7151
C5 -3.2278 -3.4854 -0.6245
C6 0.8055 -0.7588 -0.9196
C7 -5.4596 -0.8202 0.4456
C8 -3.1153 0.6682 0.2045
C9 3.0362 -2.3339 -0.3316
C10 1.2759 -1.6969 -1.8410
C11 -0.6205 3.1579 0.3749
C12 -4.2973 1.2719 0.6221
C13 -5.4588 0.5341 0.7392
C14 -0.0096 4.3733 0.7160
C15 -3.1082 -0.6995 -0.0842
C16 -4.2666 -1.4396 0.0348
C17 4.0035 -2.3285 2.1799
C18 -1.9064 1.4646 0.0948
C19 -0.6948 1.1314 -0.5065
C20 2.5454 -1.4276 0.6114
C21 1.2835 4.5959 0.3413
C22 2.3804 -2.4683 -1.5477
C23 4.9166 -2.6418 0.9949
H1 -2.8436 -3.1018 -1.5752
H2 -2.4389 -3.4321 0.1322
H3 3.4348 -3.2309 2.4441
H4 3.4724 4.7989 -1.4135
H5 -3.5365 -4.5220 -0.7527
H6 5.4651 -1.7311 0.7140
H7 1.9017 1.6652 -1.2722
H8 -6.3984 -2.4596 0.3250
H9 4.5759 -1.9896 3.0447
H10 2.7603 -3.1859 -2.2569
H11 -0.5853 5.0970 1.2680
H12 -6.3822 0.9892 1.0595
H13 1.0832 0.0418 1.0643
H14 4.0419 4.0787 0.0880
H15 5.6248 -3.4350 1.2394
H16 0.7750 -1.8119 -2.7911
H17 -4.2827 2.3242 0.8529
H18 -2.1849 -1.1712 -0.3753
H19 1.7728 5.5235 0.5959
H20 -0.7440 -0.1588 -2.1151
H21 3.8443 3.0703 -1.3510

--- two ---
Below is a single C23H21N3O4 molecule, with properties calculated with ωB97M-V/def2-TZVPD.

- LUMO level: 0.479 eV
- Net charge: 0
- Highest occupied orbital energy: -0.2619 hartree

Positions of all 51 atoms, in Å:
O1 -8.0323 -1.8007 -0.1245
O2 9.2057 -1.5359 -0.7998
O3 5.5695 -2.1182 2.1883
O4 3.2216 3.5643 -0.6271
N1 3.4601 1.4104 -0.1193
N2 -3.0917 0.7248 0.2062
N3 3.0402 0.2607 0.4357
C1 -0.7958 3.5588 0.6289
C2 3.8210 -0.7328 0.5869
C3 7.0541 -0.6169 -1.3665
C4 2.6841 2.5276 -0.2839
C5 1.2253 2.4121 -0.0462
C6 -6.7026 0.0696 0.3707
C7 5.7337 -0.4157 -1.0146
C8 -4.2989 0.0833 0.1051
C9 7.8997 -1.3155 -0.5126
C10 -6.7756 -1.2487 -0.0737
C11 5.2169 -0.8992 0.1861
C12 0.5680 3.5604 0.3953
C13 -4.3841 -1.2398 -0.3350
C14 0.5054 1.2432 -0.2890
C15 -1.5012 2.3929 0.4001
C16 7.4005 -1.8257 0.6811
C17 -0.8542 1.2515 -0.0599
C18 -5.4942 0.7235 0.4597
C19 6.0751 -1.6315 1.0284
C20 -2.9632 2.1232 0.5602
C21 -8.1523 -3.1277 -0.5640
C22 -1.8432 0.1430 -0.2420
C23 -5.5996 -1.8957 -0.4238
H1 3.3810 -1.5604 1.1276
H2 -9.2163 -3.3578 -0.5259
H3 -1.5751 -0.7350 0.3617
H4 5.0808 0.0844 -1.7145
H5 9.4299 -1.1352 -1.6486
H6 -7.6105 -3.8212 0.0889
H7 4.4576 1.5614 -0.2844
H8 -5.6069 -2.9175 -0.7706
H9 7.4282 -0.2364 -2.3066
H10 8.0669 -2.3778 1.3277
H11 -7.6181 0.5698 0.6449
H12 0.9973 0.3560 -0.6519
H13 -1.2957 4.4497 0.9779
H14 6.2568 -2.5949 2.6700
H15 -1.8971 -0.1721 -1.2952
H16 -5.4819 1.7423 0.8118
H17 -3.2936 2.3032 1.5929
H18 -3.5597 2.7678 -0.1033
H19 -3.4921 -1.7783 -0.6129
H20 -7.7949 -3.2475 -1.5930
H21 1.1518 4.4545 0.5527

Of them, two has the lowest stability.

--- one ---
Below is a 2-piece molecular cluster, C5H10O3 overall, with properties calculated with ωB97M-V/def2-TZVPD.

- LUMO level: -0.215 eV
- Net charge: 0
- Highest occupied orbital energy: -0.3486 hartree

Positions of all 18 atoms, in Å:
O1 -2.1075 1.7557 1.8524
O2 1.4675 0.2523 0.8902
O3 -0.5015 2.1328 0.3074
C1 0.4329 -0.3920 0.3674
C2 0.2129 0.4940 -1.6457
C3 0.7842 -1.7685 -0.0883
C4 -1.2449 1.4040 1.0756
C5 -0.9145 -0.1202 0.9541
H1 1.7318 -1.7774 -0.6232
H2 1.1869 1.1545 1.1439
H3 0.8932 -2.3884 0.8075
H4 -0.5082 -0.2441 -1.9863
H5 -0.0020 -2.1960 -0.7052
H6 0.0140 1.4217 -2.2027
H7 1.2328 0.1985 -1.8720
H8 -0.9177 -0.5253 1.9706
H9 -1.6940 -0.6281 0.3878
H10 -0.0658 1.2264 -0.6333

--- two ---
Below is a single C5H10O3 molecule, with properties calculated with ωB97M-V/def2-TZVPD.

- LUMO level: 0.459 eV
- Net charge: 0
- Highest occupied orbital energy: -0.3709 hartree

Positions of all 18 atoms, in Å:
O1 -0.1498 -1.7921 -0.2066
O2 -1.5636 1.2905 -0.7192
O3 -2.4296 -0.3157 0.5825
C1 1.4746 1.5721 0.4277
C2 -1.4669 0.1920 0.0560
C3 1.2105 0.1873 -0.2652
C4 -0.0904 -0.5273 0.2817
C5 2.4227 -0.7381 -0.1488
H1 0.8786 0.4684 -1.4001
H2 0.4532 2.2705 0.6785
H3 3.4709 -0.0451 -0.4887
H4 2.4460 2.0435 0.5496
H5 2.7333 -0.8581 0.8710
H6 1.9349 1.3642 1.5203
H7 -0.7342 1.5611 -1.3662
H8 -0.2815 -0.5544 1.3907
H9 -1.0490 -2.2215 -0.1937
H10 1.9880 -1.6070 -0.9231

--- three ---
Below is a single C5H10O3 molecule, with properties calculated with ωB97M-V/def2-TZVPD.

- LUMO level: 0.859 eV
- Net charge: 0
- Highest occupied orbital energy: -0.3467 hartree

Positions of all 18 atoms, in Å:
O1 2.0995 0.5975 -0.4859
O2 0.1771 -1.0266 -0.4096
O3 -1.5628 0.5779 -0.0440
C1 0.0493 -2.0713 0.7561
C2 0.3900 0.4916 1.4647
C3 0.9401 1.0756 0.2535
C4 -0.2105 0.1505 0.2461
C5 -1.7650 0.5694 -1.4933
H1 -1.1438 -0.3200 -2.1131
H2 -0.2328 0.9765 2.2091
H3 0.6636 -2.9764 0.5243
H4 -1.0741 -2.4112 0.6964
H5 1.0815 -0.2373 1.8329
H6 0.6187 -1.5003 1.6412
H7 -2.9660 0.4916 -1.6585
H8 1.7243 -0.0864 -1.2260
H9 -1.2843 1.4873 -1.8045
H10 0.4790 2.0910 0.0513

Of them, three has the lowest stability.